[1]
Entry from the Open Molecules 2025 dataset: a 5-piece molecular cluster, C5H20O5 overall in a non-equilibrium geometry (ωB97M-V with the def2-TZVPD basis set).

Results
- Calculated total energy: -15743.657 eV
- SMILES: CO.CO.CO.CO.CO
- Total charge: 0
- Energy above the lowest of the compared OMol25 structures with the same formula, charge and spin: 257.3 kJ/mol

Positions of all 30 atoms, in Å:
H -13.98660 3.36370 -5.60702
O -13.74594 11.04201 -4.05905
H -9.39994 7.95991 -6.24784
O -13.87479 5.28360 -4.87313
C -13.86261 4.39520 -5.93681
H -18.71414 5.71265 -5.10968
H -19.41677 6.34446 -2.36977
H -10.16295 6.28748 -6.33471
H -14.27877 9.45337 -5.17968
H -15.39448 9.88404 -3.92943
H -9.33767 4.83803 -1.30683
H -9.49616 5.52366 -2.90021
H -14.70464 4.51055 -6.61929
H -13.95060 8.98683 -3.43504
O -11.14598 4.66065 -2.22211
H -11.04601 7.66340 -6.89592
H -13.13529 5.07519 -4.29754
O -19.14298 6.52319 -3.27237
H -11.54454 4.48632 -1.36632
H -17.79839 4.98291 -3.69152
H -9.10032 6.21611 -8.13846
C -18.71544 5.44884 -4.05209
C -10.01218 5.40632 -1.94729
C -10.03580 7.26604 -6.79768
H -19.44257 4.65078 -3.90221
C -14.33306 9.73593 -4.12834
O -9.60738 7.03110 -8.12108
H -10.18397 6.34666 -1.42352
H -13.58913 11.35200 -4.95398
H -12.93441 4.44940 -6.50567

Results of the Löwdin charge analysis, in e, for atoms 1 through 6: number 1, H, carries 0.0730; number 2, O, carries -0.1380; number 3, H, carries 0.0764; number 4, O, carries -0.1084; number 5, C, carries -0.1950; number 6, H, carries 0.0838

---

[2]
Entry from the Open Molecules 2025 dataset: a 5-piece molecular cluster, C5H21N2O4 overall in a non-equilibrium geometry (ωB97M-V with the def2-TZVPD basis set).

Results
- Calculated total energy: -16692.956 eV
- 2S+1: 2
- Total charge: 0
- Energy above the lowest of the compared OMol25 structures with the same formula, charge and spin: 0.0 kJ/mol

Positions of all 32 atoms, in Å:
H 2.05336 2.52088 -1.75982
H 1.43957 -3.34174 2.59439
N -2.18860 -1.57194 0.24908
H -2.64696 -2.46737 0.18329
O 0.56515 -3.00367 2.36724
H 2.48259 -0.56776 0.80489
H 0.03915 -3.11689 3.16535
O -3.53299 1.03713 -0.75755
H 0.81891 3.45034 -2.26043
H -0.77431 1.21686 0.54517
H -0.37093 -2.43608 -0.14571
H 1.47282 -1.58810 -1.27982
H -1.01032 2.11003 2.60690
H -1.74671 0.92869 -0.71242
C 3.64868 0.13890 -0.80315
H 1.30024 -0.06311 -2.03730
H -2.76209 -0.73899 0.34005
C 1.23251 -0.55048 -1.05821
H -3.92438 1.68052 -0.12350
H 3.65263 0.84852 -1.64635
C 2.28244 -0.00399 -0.10294
C -0.90486 -1.49451 -0.20378
H 4.34386 0.58289 -0.08558
H 4.00773 -0.82139 -1.17090
O 1.11294 2.71778 -1.71470
H 1.99665 1.01091 0.19243
N -0.74040 0.91322 -0.45140
C -0.17920 -0.44589 -0.57835
H -0.21113 1.60649 -0.98826
H -4.03032 1.01462 -1.59330
H -1.05234 0.57519 2.88038
O -0.65455 1.25758 2.33357

Results of the Löwdin charge analysis, in e, for atoms 1 through 6: number 1, H, carries 0.0370; number 2, H, carries 0.0365; number 3, N, carries 0.0684; number 4, H, carries 0.0878; number 5, O, carries -0.0646; number 6, H, carries 0.1080

---

[3]
Entry from the Open Molecules 2025 dataset: a 6-piece molecular cluster, C5H21NO6S overall in a non-equilibrium geometry (ωB97M-V with the def2-TZVPD basis set).

Results
- Calculated total energy: -30137.933 eV
- SMILES: CCNC(=O)CCS.O.O.O.O.O
- Total charge: 0
- Energy above the lowest of the compared OMol25 structures with the same formula, charge and spin: 0.0 kJ/mol

Positions of all 34 atoms, in Å:
O -0.80381 -2.62995 -1.69191
H -3.27165 -1.11737 -0.36278
O -2.55859 -1.63007 0.07065
C -0.51010 2.75249 0.74003
C 1.76230 -1.31976 2.04009
H 1.23169 2.73030 -0.54779
H 0.20455 1.09157 -2.05556
H -3.63925 1.35458 -1.26712
H 0.84795 -2.12072 -1.80650
C 0.43277 -0.87911 1.45608
H -1.43688 -2.13787 -1.09714
C 0.18628 3.02468 -0.58727
H -1.52145 3.15929 0.76812
H 1.96965 -0.77970 2.96501
H -3.27527 1.02209 0.20961
O -3.96675 0.90016 -0.48062
N 0.47706 0.55191 1.15757
H -0.38896 -1.05069 2.15318
H 0.21797 -1.44032 0.53987
O 3.44185 -0.27430 -0.47459
H 0.14232 4.09075 -0.82021
H 0.04394 3.21585 1.55648
H 1.37509 0.86939 0.80904
H 2.85854 -0.88193 -0.98969
H 2.56542 -1.15590 1.31249
O 1.81856 -1.91165 -1.91662
C -0.64859 1.27931 1.04524
S -0.61666 2.15116 -1.98283
H 4.30993 -0.69492 -0.46723
H -1.00685 -3.55668 -1.59869
H 1.75837 -2.38280 2.27307
H -2.17542 -0.93145 0.65447
H 1.93680 -2.07781 -2.84599
O -1.76083 0.77947 1.24154

Results of the Löwdin charge analysis, in e, for atoms 1 through 6: number 1, O, carries -0.0768; number 2, H, carries 0.0499; number 3, O, carries -0.0742; number 4, C, carries -0.1743; number 5, C, carries -0.0778; number 6, H, carries 0.0689

---

[4]
Entry from the Open Molecules 2025 dataset: a 7-piece molecular cluster, C5H22ClN10O10 overall in a non-equilibrium geometry (ωB97M-V with the def2-TZVPD basis set).

Results
- Calculated total energy: -53441.184 eV
- Total charge: -1
- Energy above the lowest of the compared OMol25 structures with the same formula, charge and spin: 9.3 kJ/mol

Positions of all 48 atoms, in Å:
H -0.66616 -3.32862 2.22393
N 2.87538 3.28035 -1.29252
O 1.88278 2.39632 4.04961
H -3.47918 -3.51809 -0.63775
O 5.14096 3.37728 -0.82751
H -0.56784 -3.58824 -3.44988
H 3.21551 0.86235 -0.80015
N -1.49868 0.12903 3.87841
H 4.87098 0.94241 -0.41424
Cl -0.15930 0.23611 -0.68091
N -1.30868 -2.86676 1.60773
H -3.32717 -0.95575 -5.86805
O -0.54538 -0.80518 -1.56241
H 0.82937 2.86139 1.80790
H 3.37666 0.46462 3.76702
H 2.83267 4.27825 -1.39102
H 1.30472 1.28058 1.19805
H -2.75280 -0.88004 -7.50620
H -1.59918 0.19437 2.88188
O -0.30985 1.53274 -1.29721
O -1.96015 -4.89558 0.73368
H -1.24457 -0.70849 4.35626
N -2.62430 -0.70032 -6.53281
O -1.95351 2.36189 4.14454
H -2.49219 -2.15746 -0.52059
H -0.60688 0.17391 -4.19963
C 4.08427 2.75144 -0.94469
N 1.33875 2.00721 1.90067
H -2.21979 1.72662 6.58433
N 2.95352 0.72365 2.89280
O -0.38137 -0.23748 -6.63898
N -1.47370 -0.06930 -4.64531
C -1.79650 1.24210 4.62449
H 2.02766 2.79608 -1.04718
H -2.22641 -0.46969 -4.12293
C -1.42270 -0.29821 -5.99566
N -1.89373 1.01596 5.96194
H -1.73298 0.08613 6.29218
H 3.08912 0.18272 2.06242
O 0.21977 -3.50668 -2.90404
N -2.88095 -2.96555 -0.04932
O 1.27547 0.08855 -0.42064
C 2.04523 1.72351 3.01668
N 4.03503 1.42826 -0.67735
C -2.01215 -3.66471 0.76292
O -0.93875 0.24826 0.52791
H -0.03040 -2.88552 -2.20776
H -1.29259 -1.89042 1.35940

Results of the Löwdin charge analysis, in e, for atoms 1 through 6: number 1, H, carries 0.1051; number 2, N, carries 0.1626; number 3, O, carries -0.0188; number 4, H, carries 0.0913; number 5, O, carries -0.0099; number 6, H, carries 0.0252

---

[5]
Entry from the Open Molecules 2025 dataset: C5H22F15O26S5Zn2 as an isolated structure in a non-equilibrium geometry (ωB97M-V with the def2-TZVPD basis set).

Results
- Calculated total energy: -250537.899 eV
- Total charge: -1

Positions of all 75 atoms, in Å:
O 11.79234 25.96720 -0.65924
O 13.76032 20.35165 3.08807
H 19.92783 19.47116 -7.01549
S 14.27083 19.59685 -2.89843
H 13.90749 19.62369 3.69193
O 16.30320 13.75878 -4.32469
H 9.45442 14.94689 -1.61776
O 17.21515 11.94293 -5.71549
F 15.10865 19.96061 -5.41290
H 13.38882 14.14288 0.55572
O 10.20393 15.52205 -1.77164
O 10.89389 17.50902 -7.87924
O 18.68674 22.42098 -7.62858
H 10.65666 22.65201 -3.98232
H 9.93021 16.37102 -1.42443
H 12.84188 20.26871 2.83152
O 8.13776 19.85110 -4.56603
O 20.18066 18.78433 2.55625
F 19.06245 12.73351 -3.38297
O 15.62046 25.82868 -3.68632
C 12.08538 15.47263 -9.24964
C 13.41709 27.17011 1.17933
O 11.94324 15.66746 -6.47447
F 13.28761 16.06608 -9.13766
H 21.18542 18.95924 -6.34590
O 13.09933 24.46506 0.87382
H 8.94302 19.93236 -5.07711
S 19.40193 18.68784 1.35747
O 20.09214 18.90153 0.07338
O 11.18990 25.60437 1.72417
H 14.08620 25.41499 -8.06440
F 16.30565 21.06714 -3.86687
S 17.29643 13.34527 -5.31833
S 12.27513 25.66675 0.74955
F 14.04992 26.88059 2.30762
H 10.71034 23.17841 -5.40075
H 11.51180 21.73409 -9.16231
F 17.53613 16.76896 0.67405
O 14.16509 18.07910 -2.90073
Zn 12.98028 14.65574 -3.04120
C 18.99626 13.50685 -4.41884
O 14.83960 20.24280 -1.66911
O 13.01183 20.19119 -3.34860
O 18.23826 19.60381 1.51765
H 8.42970 19.55615 -3.70347
H 18.86198 23.25665 -8.06123
Zn 15.52662 22.02131 1.28687
O 14.39748 24.74995 -7.45035
H 11.46110 20.89882 -7.90071
F 16.57099 18.91915 -4.08002
F 12.22613 14.13795 -9.25320
H 14.18343 12.90826 0.18665
H 13.71879 24.07509 -7.46310
F 18.60383 16.38331 2.55572
O 9.81302 15.42133 -7.63203
C 18.68831 16.83249 1.27562
C 15.67595 19.93330 -4.17997
H 17.74935 22.44234 -7.43607
F 12.67440 28.29223 1.38169
O 17.36411 14.23507 -6.48163
O 11.43348 21.80394 -8.21088
F 11.51171 15.78697 -10.39300
O 17.04977 24.02215 -0.53336
H 17.89263 24.30711 -0.18033
O 10.39676 23.39765 -4.52335
F 19.56507 15.95884 0.69836
O 20.72150 18.96300 -7.18316
H 15.82367 26.76295 -3.64076
F 14.32373 27.39967 0.20843
O 13.62632 13.59011 -0.18878
F 20.03052 13.26402 -5.22219
H 15.63452 25.62536 -4.62157
H 16.86785 24.63585 -1.24506
S 11.13204 16.06227 -7.66272
F 19.06751 14.72904 -4.08187

Results of the Löwdin charge analysis, in e, for atoms 1 through 6: number 1, O, carries -0.3528; number 2, O, carries -0.0731; number 3, H, carries 0.0219; number 4, S, carries 0.5660; number 5, H, carries 0.0482; number 6, O, carries -0.3127

---

[6]
Entry from the Open Molecules 2025 dataset: a 6-piece molecular cluster, C5H22N2O6 overall in a non-equilibrium geometry (ωB97M-V with the def2-TZVPD basis set).

Results
- Calculated total energy: -20806.272 eV
- SMILES: C=C(N)C[C@H](N)CO.O.O.O.O.O
- Total charge: 0
- Energy above the lowest of the compared OMol25 structures with the same formula, charge and spin: 289.3 kJ/mol

Positions of all 35 atoms, in Å:
O 1.65011 -3.40491 0.20957
N 1.61441 -0.51825 0.42441
H -0.06122 -1.68143 -2.33583
H 1.75575 -3.97776 0.96863
H -0.81930 1.28835 1.86199
H -2.59140 0.90534 -0.26574
H 2.96966 1.78261 -0.13175
H 2.03114 -0.38309 -0.50025
H -1.82523 -2.49317 0.59416
H -3.22277 2.65836 1.26665
H 2.47023 -0.44550 0.97165
H 1.54929 -2.46704 0.46224
H 0.53818 -2.80792 -1.52350
O -1.95308 1.77995 -2.28154
C -0.47940 0.31823 1.50817
H -0.09009 -0.19206 2.39096
O 0.37594 -2.53453 -2.43380
N -1.42446 -1.90128 1.30573
H -3.27909 -0.71876 -0.36951
H 0.90126 2.77315 0.35196
O -2.92787 2.89959 2.14512
O 2.78649 1.85514 0.79128
H -2.05538 0.97481 -2.80595
H 0.26991 0.65417 -0.51002
O 2.24457 0.13189 -2.41703
H 1.09453 2.16306 1.90064
H -2.65656 2.09021 2.58462
H -0.45692 -2.16851 1.42975
C 1.38469 1.93611 0.87153
C -2.45413 -0.12530 0.01391
C -1.54629 -0.55848 0.88184
H 1.77073 0.43322 -3.20242
H 2.90886 -0.43206 -2.83662
C 0.65168 0.58812 0.50907
H -1.12425 1.57773 -1.82990

Results of the Löwdin charge analysis, in e, for atoms 1 through 6: number 1, O, carries -0.0776; number 2, N, carries 0.0413; number 3, H, carries 0.0123; number 4, H, carries 0.0368; number 5, H, carries 0.0899; number 6, H, carries 0.0294

---

[7]
Entry from the Open Molecules 2025 dataset: a 6-piece molecular cluster, C5H22N2O6 overall in a non-equilibrium geometry (ωB97M-V with the def2-TZVPD basis set).

Results
- Calculated total energy: -20798.811 eV
- 2S+1: 2
- Total charge: +1
- Energy above the lowest of the compared OMol25 structures with the same formula, charge and spin: 16.1 kJ/mol

Positions of all 35 atoms, in Å:
C 2.13430 0.41338 0.51953
H -2.29085 -1.25545 1.79825
N -0.79241 2.47084 0.63254
H -1.06973 2.27985 1.60091
H 1.27203 -1.38463 1.34859
H 2.45738 0.78309 -0.45910
H 0.27739 -0.04115 -1.10507
H 0.78650 1.06217 2.00102
H 1.42672 -0.12978 -2.77222
O -2.87569 1.68861 -1.29193
H -2.23930 1.39548 -1.96658
H 2.34345 -1.63760 -0.01661
H -0.61057 -2.11541 -2.15139
C 0.35933 2.03815 0.25774
O 1.33677 -1.90039 -2.56723
C 0.32585 -0.99402 -0.57516
O -2.93967 0.09707 0.89833
H -0.59042 -0.99319 0.03051
H -3.08185 0.55918 0.03580
C 1.54438 -0.99486 0.36568
H 2.20422 -2.06991 -2.20336
H -1.26222 -2.45275 1.74554
N 1.18568 1.34725 1.08966
H -2.36282 2.33993 -0.78109
C 0.31828 -2.12505 -1.57961
H 1.83214 1.07302 -3.67521
H 0.74974 2.25387 -0.73548
O -0.36060 0.63170 2.58115
H -2.38091 0.73954 1.32765
O -1.67435 -1.80455 2.32444
H -0.74045 -0.29200 2.55020
H -0.31653 0.88549 3.51833
H 3.01925 0.39686 1.16517
O 1.55919 0.84859 -2.77482
H 0.45576 -3.11331 -1.13618

Results of the Löwdin charge analysis, in e, for atoms 1 through 6: number 1, C, carries -0.1306; number 2, H, carries 0.0123; number 3, N, carries 0.2135; number 4, H, carries 0.0840; number 5, H, carries 0.1139; number 6, H, carries 0.1212